35
Properties=species:S:1:pos:R:3 method="wB97M-V/def2-TZVPD" s_squared=2.02 homo_ev="-6.8 / -8.7" orbital_gap_ev="7.4 / 5.4" e_above_lowest_kj_mol=54.2 total_energy_ha=-1353.1458 multiplicity=3 largest_force_ev_per_a=3.4
H 0.9451 3.2495 1.5575
N 0.5013 1.6288 0.1679
B 0.1794 0.3567 -2.0694
N 0.5278 1.6105 -1.2206
C 0.8875 2.8249 -1.6874
Pt -0.1405 -0.1303 1.2354
H 0.9574 3.0010 -2.7518
C 1.1091 3.6579 -0.6024
H 1.4119 4.6913 -0.6700
C 0.8602 2.8850 0.5371
H 0.2354 0.4971 -3.2575
C -0.5720 -1.8689 2.2021
H -0.6020 -1.8660 3.2840
H 0.1676 -2.6217 1.8949
H -1.5798 -2.1253 1.8530
N -1.2377 -0.0388 -1.5470
N 1.1267 -0.7298 -1.4787
N -1.5153 -0.2273 -0.2094
N 1.1973 -1.0126 -0.1269
C -2.3744 -0.2326 -2.2389
C 2.0019 -1.5164 -2.1479
H -2.3658 -0.1322 -3.3061
H 2.0843 -1.4377 -3.2232
C -3.3918 -0.5499 -1.3426
C 2.6550 -2.3256 -1.2168
C -2.8314 -0.5337 -0.0738
C 2.1268 -1.9780 0.0362
H -4.4088 -0.7678 -1.5760
H 3.4041 -3.0629 -1.4340
H -3.2922 -0.7378 0.8911
H 2.3920 -2.4107 0.9955
H -0.9195 0.8093 2.1834
S 0.0311 0.0050 6.5234
C 0.1202 0.3082 4.9422
N 0.3090 0.7807 3.8768